The following is a DFT calculation (wB97M-V/def2-TZVPD) of a structure of composition C50H46LiN4O4PTe in a non-equilibrium geometry.

Each line ends with the Löwdin charge.
Atoms and positions in Å:
1 Li 1.21 -0.18 -0.56  0.455
2 C -3.87 -1.63 3.73  -0.049
3 C -2.58 -1.19 3.10  -0.268
4 C -1.91 -0.05 3.51  0.019
5 C -0.73 0.37 2.90  -0.103
6 C -0.06 1.54 3.47  -0.307
7 O -0.66 2.40 4.11  0.086
8 C 1.42 1.60 3.35  -0.140
9 C 2.19 0.44 3.48  -0.028
10 C 3.57 0.52 3.44  -0.079
11 C 4.20 1.74 3.29  -0.100
12 C 3.44 2.90 3.18  -0.098
13 C 2.06 2.83 3.21  -0.016
14 C -0.22 -0.28 1.73  -0.350
15 O 0.75 0.19 1.07  -0.173
16 C -0.88 -1.50 1.38  -0.104
17 C -2.02 -1.92 2.06  0.007
18 C -0.40 -2.32 0.28  -0.233
19 N 0.00 -1.74 -0.78  -0.061
20 C 0.39 -2.40 -1.99  -0.316
21 C -0.73 -2.20 -3.01  -0.403
22 Te -2.10 -0.62 -2.39  1.422
23 C -3.54 -1.84 -1.39  -0.515
24 C -4.30 -1.32 -0.35  -0.149
25 C -5.32 -2.06 0.22  -0.096
26 C -5.57 -3.35 -0.21  -0.088
27 C -4.82 -3.89 -1.24  -0.089
28 C -3.82 -3.13 -1.83  -0.162
29 C -0.39 -3.78 0.55  -0.165
30 C 0.17 -4.20 1.76  -0.031
31 C 0.23 -5.54 2.09  -0.071
32 C -0.22 -6.49 1.18  -0.084
33 C -0.77 -6.09 -0.02  -0.068
34 C -0.88 -4.75 -0.33  -0.025
35 H -4.09 -1.05 4.62  0.074
36 H -3.82 -2.69 3.99  0.078
37 H -4.70 -1.51 3.03  0.055
38 H -2.28 0.53 4.34  0.126
39 H 1.69 -0.51 3.61  0.119
40 H 4.16 -0.38 3.55  0.098
41 H 5.27 1.80 3.26  0.097
42 H 3.93 3.86 3.09  0.103
43 H 1.46 3.72 3.13  0.114
44 H -2.52 -2.83 1.73  0.131
45 H 0.62 -3.47 -1.86  0.113
46 H 1.29 -1.91 -2.35  0.086
47 H -1.31 -3.11 -3.14  0.023
48 H -0.33 -1.90 -3.97  0.035
49 H -4.11 -0.32 0.01  0.092
50 H -5.93 -1.63 1.00  0.099
51 H -6.36 -3.94 0.24  0.101
52 H -5.02 -4.88 -1.60  0.103
53 H -3.27 -3.54 -2.66  0.081
54 H 0.53 -3.45 2.46  0.125
55 H 0.63 -5.84 3.04  0.105
56 H -0.15 -7.54 1.43  0.101
57 H -1.13 -6.83 -0.72  0.105
58 H -1.38 -4.44 -1.23  0.095
59 O 2.51 0.20 -3.55  -0.026
60 N 1.46 1.01 -3.28  -0.061
61 C 0.63 1.27 -4.21  -0.127
62 C -0.52 2.10 -3.97  -0.282
63 C -1.34 2.42 -5.05  -0.046
64 C -2.47 3.19 -4.87  -0.075
65 C -2.79 3.65 -3.60  -0.063
66 C -1.98 3.34 -2.52  -0.068
67 C -0.82 2.58 -2.68  -0.347
68 P 0.14 1.95 -1.25  1.055
69 C 1.66 2.97 -1.26  -0.371
70 C 1.89 4.01 -2.16  -0.083
71 C 3.07 4.74 -2.08  -0.084
72 C 4.02 4.43 -1.13  -0.088
73 C 3.80 3.38 -0.25  -0.082
74 C 2.62 2.65 -0.32  -0.089
75 C -0.77 2.77 0.11  -0.359
76 C -1.86 2.09 0.64  -0.114
77 C -2.62 2.64 1.66  -0.078
78 C -2.29 3.89 2.16  -0.085
79 C -1.21 4.58 1.64  -0.081
80 C -0.45 4.02 0.62  -0.077
81 H 2.48 -0.11 -4.48  0.106
82 H 0.77 0.86 -5.22  0.139
83 H -1.09 2.06 -6.04  0.111
84 H -3.11 3.43 -5.71  0.104
85 H -3.68 4.23 -3.44  0.106
86 H -2.25 3.69 -1.54  0.103
87 H 1.16 4.24 -2.91  0.104
88 H 3.25 5.55 -2.77  0.099
89 H 4.94 5.00 -1.07  0.099
90 H 4.53 3.14 0.50  0.094
91 H 2.45 1.84 0.37  0.090
92 H -2.10 1.11 0.25  0.070
93 H -3.45 2.09 2.07  0.109
94 H -2.87 4.31 2.97  0.107
95 H -0.96 5.56 2.02  0.104
96 H 0.40 4.57 0.22  0.105
97 C 5.66 -0.30 -0.86  -0.055
98 N 5.05 -1.48 -0.29  0.021
99 C 3.71 -1.66 -0.29  -0.591
100 N 3.27 -2.87 0.17  0.196
101 O 2.92 -0.82 -0.71  -0.034
102 H 6.16 -0.53 -1.80  0.086
103 H 6.38 0.12 -0.16  0.083
104 H 4.87 0.43 -1.05  0.077
105 H 5.66 -2.23 -0.02  0.136
106 H 3.87 -3.45 0.73  0.102
107 H 2.29 -2.91 0.37  0.081

Output
- highest occupied orbital energy (eV) = -6.7
- DFT total energy (eV) = -83535.296
- total charge = 0
- maximum force (eV/A) = 1.03

***

The following is a DFT calculation (wB97M-V/def2-TZVPD) of a structure of composition C50H47As2Cl3GeN4O5Rb.

Each line ends with the Löwdin charge.
Atoms and positions in Å:
1 Rb -1.44 1.29 0.68  0.862
2 O -0.27 5.58 3.44  0.132
3 C -0.78 4.52 2.80  -0.456
4 O -0.41 4.23 1.67  -0.032
5 C -1.80 3.78 3.58  -0.202
6 C -2.35 4.29 4.75  0.011
7 C -3.34 3.54 5.37  -0.033
8 C -3.71 2.33 4.81  0.023
9 C -3.06 1.87 3.67  -0.169
10 N -2.13 2.60 3.06  0.095
11 C -3.33 0.46 3.09  -0.697
12 O -4.52 0.20 2.87  0.002
13 O -2.29 -0.21 2.91  -0.142
14 H 0.40 5.97 2.87  0.138
15 H -2.02 5.24 5.15  0.117
16 H -3.81 3.90 6.27  0.112
17 H -4.49 1.72 5.25  0.125
18 C 0.61 -2.41 0.35  -0.412
19 C -0.18 -1.73 1.46  -0.461
20 As 0.67 -1.07 3.14  1.347
21 C 1.54 0.65 2.69  -0.394
22 C 1.52 1.35 1.49  -0.214
23 C 2.26 2.50 1.29  -0.092
24 C 3.03 3.01 2.32  -0.080
25 C 3.03 2.36 3.55  -0.081
26 C 2.29 1.20 3.73  -0.138
27 C 2.27 -2.20 3.01  -0.408
28 C 2.05 -3.57 3.20  -0.144
29 C 3.11 -4.46 3.20  -0.091
30 C 4.41 -4.00 3.03  -0.092
31 C 4.63 -2.65 2.86  -0.090
32 C 3.57 -1.75 2.84  -0.103
33 As 1.42 -1.22 -1.00  1.342
34 C 3.31 -1.52 -0.62  -0.378
35 C 4.07 -0.45 -0.16  -0.144
36 C 5.42 -0.60 0.09  -0.090
37 C 6.04 -1.83 -0.11  -0.102
38 C 5.28 -2.91 -0.56  -0.086
39 C 3.93 -2.75 -0.80  -0.095
40 C 1.24 -2.37 -2.57  -0.391
41 C 1.03 -3.75 -2.52  -0.128
42 C 0.92 -4.49 -3.68  -0.102
43 C 1.02 -3.87 -4.92  -0.097
44 C 1.22 -2.50 -4.98  -0.083
45 C 1.33 -1.76 -3.81  -0.117
46 H -0.09 -3.03 -0.21  0.053
47 H 1.39 -3.07 0.74  0.052
48 H -0.89 -2.45 1.88  0.066
49 H -0.84 -0.98 1.04  -0.055
50 H 0.94 0.97 0.66  -0.031
51 H 2.25 2.99 0.32  0.104
52 H 3.63 3.90 2.18  0.104
53 H 3.62 2.75 4.37  0.103
54 H 2.33 0.70 4.69  0.101
55 H 1.04 -3.94 3.36  0.101
56 H 2.92 -5.52 3.34  0.100
57 H 5.24 -4.70 3.04  0.100
58 H 5.64 -2.28 2.72  0.101
59 H 3.77 -0.70 2.68  0.089
60 H 3.60 0.52 0.00  0.075
61 H 6.00 0.25 0.44  0.107
62 H 7.10 -1.94 0.07  0.103
63 H 5.75 -3.87 -0.71  0.105
64 H 3.36 -3.61 -1.16  0.094
65 H 0.95 -4.25 -1.56  0.095
66 H 0.76 -5.56 -3.62  0.105
67 H 0.93 -4.46 -5.83  0.102
68 H 1.29 -2.01 -5.94  0.103
69 H 1.48 -0.69 -3.88  0.086
70 Cl -1.76 2.96 -1.78  0.142
71 Ge -2.16 4.62 -0.46  -0.029
72 Cl -1.74 6.43 -1.61  0.100
73 Cl -4.31 4.57 -0.06  0.128
74 C -6.71 -1.84 -0.69  -0.002
75 N -5.82 -0.77 -1.14  -0.074
76 N -4.51 -1.19 -1.39  0.051
77 C -3.61 -0.25 -0.91  -0.441
78 O -2.39 -0.36 -1.03  -0.154
79 C -4.42 0.78 -0.29  0.008
80 C -5.71 0.38 -0.38  -0.256
81 C -6.89 0.95 0.31  0.001
82 C -4.26 -2.01 -2.52  -0.182
83 C -5.16 -2.05 -3.58  -0.026
84 C -4.87 -2.83 -4.69  -0.083
85 C -3.69 -3.55 -4.75  -0.089
86 C -2.79 -3.50 -3.69  -0.063
87 C -3.07 -2.75 -2.56  0.004
88 H -6.52 -2.72 -1.31  0.087
89 H -7.74 -1.53 -0.85  0.093
90 H -6.54 -2.09 0.36  0.106
91 H -4.11 1.66 0.24  0.050
92 H -6.66 1.95 0.67  0.085
93 H -7.12 0.34 1.19  0.097
94 H -7.77 0.98 -0.34  0.089
95 H -6.06 -1.45 -3.53  0.112
96 H -5.57 -2.86 -5.51  0.103
97 H -3.46 -4.15 -5.62  0.102
98 H -1.86 -4.05 -3.74  0.090
99 H -2.38 -2.70 -1.74  0.107
100 N 1.23 4.51 -2.64  0.106
101 C 2.46 3.93 -2.42  -0.342
102 C 3.54 4.69 -1.95  -0.054
103 C 4.78 4.09 -1.77  -0.102
104 C 4.97 2.74 -2.05  -0.110
105 C 3.90 1.99 -2.51  -0.106
106 C 2.65 2.57 -2.68  -0.047
107 H 1.05 5.45 -2.35  0.062
108 H 0.44 3.93 -2.82  0.017
109 H 3.41 5.74 -1.73  0.105
110 H 5.60 4.69 -1.41  0.100
111 H 5.94 2.28 -1.92  0.096
112 H 4.02 0.94 -2.72  0.100
113 H 1.82 1.96 -3.02  0.098

Output
- highest occupied orbital energy (alpha / beta) (eV) = -7.8 / -7.8
- DFT total energy (eV) = -285229.833
- energy above the lowest of the compared OMol25 structures with the same formula, charge and spin (kcal/mol) = 50.6
- ⟨S²⟩ = 0.754
- total charge = 0
- 2S+1 = 2
- maximum force (eV/A) = 0.90

***

The following is a DFT calculation (wB97M-V/def2-TZVPD) of a structure of composition C50H47AsClN4O3S2Ti in a non-equilibrium geometry.

Each line ends with the Löwdin charge.
Atoms and positions in Å:
1 Ti 8.84 12.27 13.23  0.555
2 S 9.45 11.60 15.52  0.611
3 C 11.14 12.17 15.93  -0.635
4 C 11.32 12.67 17.21  -0.101
5 C 12.58 13.16 17.61  -0.073
6 C 13.66 13.02 16.78  -0.087
7 C 13.46 12.56 15.47  -0.069
8 C 12.20 12.12 15.03  -0.425
9 As 11.70 11.40 13.36  1.269
10 C 11.93 9.55 13.65  -0.358
11 C 12.14 8.98 14.91  -0.101
12 C 11.97 7.61 15.17  -0.065
13 C 11.63 6.73 14.11  -0.075
14 C 11.38 7.24 12.84  -0.101
15 C 11.50 8.60 12.61  -0.099
16 C 13.17 11.90 12.29  -0.388
17 C 13.11 13.13 11.60  -0.097
18 C 14.25 13.53 10.94  -0.110
19 C 15.43 12.78 10.86  -0.083
20 C 15.47 11.57 11.54  -0.087
21 C 14.36 11.16 12.25  -0.110
22 H 10.47 12.64 17.83  0.075
23 H 12.72 13.60 18.55  0.088
24 H 14.64 13.35 17.03  0.094
25 H 14.29 12.39 14.83  0.087
26 H 12.29 9.59 15.80  0.105
27 H 12.12 7.22 16.18  0.100
28 H 11.58 5.67 14.36  0.099
29 H 11.08 6.63 12.03  0.088
30 H 11.36 8.95 11.62  0.081
31 H 12.18 13.74 11.56  0.105
32 H 14.10 14.45 10.31  0.117
33 H 16.29 13.19 10.28  0.117
34 H 16.37 11.04 11.44  0.088
35 H 14.45 10.24 12.80  0.101
36 C 9.94 17.50 9.34  -0.080
37 C 8.61 16.89 9.66  -0.207
38 N 8.63 15.38 9.70  -0.110
39 C 7.97 14.81 8.53  -0.237
40 C 8.96 14.37 7.43  -0.069
41 C 8.97 14.76 10.84  -0.594
42 S 8.75 12.96 10.85  0.690
43 N 9.44 15.59 11.78  0.123
44 C 9.78 15.19 13.02  -0.416
45 O 9.82 14.04 13.48  -0.152
46 C 10.37 16.25 13.88  -0.131
47 C 10.00 17.58 13.63  0.000
48 C 10.58 18.60 14.39  -0.075
49 C 11.53 18.31 15.33  -0.071
50 C 11.90 16.97 15.54  -0.066
51 C 11.28 15.93 14.87  -0.017
52 H 9.78 18.55 9.11  0.074
53 H 10.39 17.01 8.44  0.087
54 H 10.57 17.30 10.19  0.059
55 H 7.93 17.23 8.84  0.114
56 H 8.12 17.21 10.60  0.116
57 H 7.21 15.49 8.14  0.113
58 H 7.50 13.89 8.86  0.061
59 H 9.40 15.17 6.83  0.076
60 H 8.43 13.74 6.75  0.059
61 H 9.68 13.70 7.85  0.057
62 H 9.28 17.81 12.90  0.089
63 H 10.25 19.59 14.29  0.087
64 H 11.91 19.14 15.91  0.105
65 H 12.69 16.66 16.20  0.098
66 H 11.43 14.90 15.12  0.105
67 C 9.29 14.21 21.86  -0.065
68 C 9.27 14.66 20.42  -0.219
69 C 10.23 15.55 19.93  -0.062
70 C 10.09 16.00 18.63  -0.106
71 C 9.20 15.51 17.74  -0.035
72 C 8.20 14.61 18.20  -0.215
73 N 7.25 14.29 17.29  0.117
74 C 6.81 15.14 16.32  -0.215
75 C 6.70 16.51 16.48  -0.007
76 C 6.30 17.31 15.40  -0.075
77 C 5.98 16.81 14.14  -0.086
78 C 6.08 15.44 14.01  -0.017
79 C 6.47 14.64 15.09  -0.083
80 C 6.49 13.17 14.97  -0.565
81 O 5.97 12.48 15.80  0.106
82 O 7.12 12.67 13.91  -0.214
83 C 8.21 14.22 19.55  -0.126
84 C 7.08 13.37 20.19  -0.039
85 H 10.27 14.30 22.35  0.078
86 H 8.96 13.21 22.03  0.049
87 H 8.74 14.89 22.54  0.095
88 H 10.99 15.95 20.60  0.109
89 H 10.80 16.72 18.26  0.098
90 H 9.26 15.80 16.72  0.104
91 H 6.82 13.41 17.32  0.103
92 H 6.93 16.92 17.46  0.123
93 H 6.36 18.39 15.55  0.106
94 H 5.69 17.47 13.36  0.088
95 H 5.77 14.88 13.13  0.120
96 H 6.52 12.80 19.39  0.084
97 H 6.35 14.01 20.68  0.078
98 H 7.36 12.54 20.89  0.078
99 Cl 6.43 7.06 13.79  0.736
100 C 7.48 7.94 12.80  -0.663
101 C 7.84 7.64 11.48  -0.055
102 C 8.47 8.60 10.69  -0.050
103 C 8.66 9.82 11.23  -0.223
104 N 8.43 10.12 12.49  -0.015
105 C 7.87 9.18 13.28  -0.127
106 H 7.56 6.67 11.04  0.124
107 H 8.74 8.29 9.70  0.116
108 H 9.08 10.60 10.59  0.040
109 H 7.69 9.53 14.31  0.110

Output
- highest occupied orbital energy (alpha / beta) (eV) = -7.0 / -7.1
- DFT total energy (eV) = -182866.018
- energy above the lowest of the compared OMol25 structures with the same formula, charge and spin (kcal/mol) = 5.2
- ⟨S²⟩ = 0.754
- total charge = 0
- 2S+1 = 2
- maximum force (eV/A) = 3.49

***

The following is a DFT calculation (wB97M-V/def2-TZVPD) of a structure of composition C50H47N2OP2SSeW.

Each line ends with the Löwdin charge.
Atoms and positions in Å:
1 W 0.97 0.30 0.18  0.988
2 C 1.17 3.32 -2.56  -0.051
3 C 1.98 4.22 -1.66  -0.268
4 C 2.68 5.28 -2.23  -0.035
5 C 3.38 6.19 -1.46  -0.061
6 C 3.39 6.06 -0.08  -0.067
7 C 2.72 5.00 0.51  -0.085
8 C 2.03 4.07 -0.27  -0.309
9 P 1.06 2.77 0.54  1.006
10 C 1.51 2.87 2.31  -0.334
11 C 2.80 2.36 2.52  -0.134
12 C 3.32 2.21 3.79  -0.063
13 C 2.53 2.54 4.88  -0.061
14 C 1.25 3.03 4.68  -0.047
15 C 0.71 3.21 3.40  -0.256
16 C -0.70 3.74 3.29  -0.029
17 C -0.61 3.32 0.12  -0.336
18 C -1.01 4.66 0.16  -0.088
19 C -2.27 5.00 -0.27  -0.061
20 C -3.12 4.02 -0.78  -0.055
21 C -2.70 2.71 -0.87  -0.028
22 C -1.42 2.34 -0.43  -0.299
23 C -0.95 0.92 -0.59  -0.290
24 H 1.63 3.24 -3.54  0.091
25 H 0.16 3.74 -2.69  0.098
26 H 1.05 2.32 -2.16  0.009
27 H 2.66 5.40 -3.31  0.119
28 H 3.91 7.00 -1.93  0.110
29 H 3.92 6.77 0.54  0.110
30 H 2.73 4.89 1.59  0.105
31 H 3.42 2.09 1.66  0.060
32 H 4.32 1.83 3.93  0.110
33 H 2.90 2.41 5.89  0.112
34 H 0.63 3.28 5.53  0.116
35 H -1.11 3.90 4.28  0.083
36 H -1.35 3.04 2.76  0.085
37 H -0.73 4.68 2.75  0.074
38 H -0.33 5.42 0.53  0.116
39 H -2.60 6.04 -0.23  0.110
40 H -4.11 4.29 -1.13  0.110
41 H -3.35 1.95 -1.30  0.113
42 H -1.18 0.58 -1.60  0.067
43 H -1.56 0.29 0.06  0.026
44 O -3.65 -0.81 -0.59  -0.040
45 N -2.59 -1.68 -0.47  -0.005
46 C -2.89 -2.86 -0.12  -0.101
47 C -1.91 -3.95 0.03  -0.181
48 C -2.50 -5.21 0.06  -0.034
49 C -1.76 -6.37 0.19  -0.051
50 C -0.38 -6.27 0.32  -0.048
51 C 0.22 -5.02 0.31  -0.111
52 C -0.51 -3.84 0.16  -0.251
53 P 0.59 -2.33 0.06  1.065
54 C 1.36 -2.68 -1.57  -0.389
55 C 0.87 -1.90 -2.61  -0.140
56 C 1.30 -2.09 -3.92  -0.062
57 C 2.23 -3.08 -4.19  -0.055
58 C 2.72 -3.87 -3.16  -0.071
59 C 2.28 -3.68 -1.86  -0.126
60 C 1.72 -2.62 1.49  -0.369
61 C 2.89 -1.87 1.59  -0.150
62 C 3.65 -1.87 2.76  -0.053
63 C 3.23 -2.60 3.86  -0.059
64 C 2.04 -3.31 3.79  -0.068
65 C 1.28 -3.31 2.62  -0.098
66 H -4.47 -1.27 -0.33  0.097
67 H -3.94 -3.13 0.05  0.129
68 H -3.58 -5.28 -0.04  0.116
69 H -2.24 -7.33 0.20  0.116
70 H 0.23 -7.15 0.43  0.116
71 H 1.29 -4.97 0.45  0.097
72 H 0.11 -1.15 -2.41  0.073
73 H 0.90 -1.47 -4.71  0.112
74 H 2.57 -3.24 -5.21  0.112
75 H 3.44 -4.65 -3.38  0.116
76 H 2.69 -4.31 -1.08  0.108
77 H 3.27 -1.32 0.74  0.016
78 H 4.56 -1.29 2.80  0.115
79 H 3.81 -2.61 4.77  0.112
80 H 1.68 -3.86 4.65  0.114
81 H 0.34 -3.84 2.61  0.107
82 S -0.42 -0.44 4.61  0.734
83 C 0.01 -0.11 3.14  -0.875
84 N 0.33 0.14 2.01  -0.139
85 C 9.14 -0.51 0.30  -0.040
86 C 7.69 -0.27 0.01  -0.256
87 C 7.14 1.00 0.06  -0.006
88 C 5.80 1.25 -0.23  -0.284
89 C 5.32 2.67 -0.17  -0.066
90 C 4.98 0.16 -0.56  -0.451
91 Se 3.15 0.51 -1.13  0.751
92 C 5.51 -1.13 -0.65  -0.287
93 C 4.73 -2.34 -1.09  -0.080
94 C 6.85 -1.32 -0.34  -0.011
95 H 9.65 0.42 0.57  0.077
96 H 9.65 -0.93 -0.58  0.087
97 H 9.27 -1.22 1.12  0.085
98 H 7.77 1.84 0.31  0.119
99 H 6.16 3.35 -0.04  0.088
100 H 4.64 2.82 0.66  0.043
101 H 4.78 2.96 -1.08  0.068
102 H 3.76 -2.07 -1.50  0.006
103 H 4.58 -3.04 -0.26  0.088
104 H 5.28 -2.87 -1.86  0.099
105 H 7.26 -2.32 -0.41  0.129

Output
- highest occupied orbital energy (alpha / beta) (eV) = -9.9 / -10.6
- DFT total energy (eV) = -154218.515
- energy above the lowest of the compared OMol25 structures with the same formula, charge and spin (kcal/mol) = 49.3
- ⟨S²⟩ = 2.029
- total charge = +1
- 2S+1 = 3
- maximum force (eV/A) = 0.69